[1]
# C19H28BBr3O7P

A structure of composition C19H28BBr3O7P at a distorted geometry (ωB97M-V/def2-TZVPD, the OMol25 dataset).

Each line ends with the Löwdin charge.
Positions of all 59 atoms, in Å:
C -0.7335 2.7830 1.7887  -0.07
C -0.3776 2.0443 3.0754  -0.14
C -0.5043 0.5565 2.8821  -0.51
O -1.4312 -0.1110 3.2822  0.08
O 0.5081 0.0834 2.1642  0.00
C 0.5038 -1.3160 1.8340  -0.17
C 1.3507 -1.5461 0.6010  -0.06
B 0.9515 -0.5976 -0.6954  -0.74
C 2.1092 0.4819 -1.1330  -0.02
C 2.1003 1.8108 -0.4402  -0.18
C 1.3889 2.8572 -1.0448  -0.04
C 1.3035 4.1181 -0.4820  -0.12
C 1.9357 4.3735 0.7287  -0.13
C 2.6553 3.3544 1.3372  -0.08
C 2.7522 2.0844 0.7713  -0.22
C 3.5709 1.0393 1.4804  -0.04
O -0.4109 0.0123 -0.5849  0.02
C -1.2465 -1.0203 -0.9644  -0.36
C -2.7022 -0.6269 -0.8838  -0.11
O -3.4904 -1.8126 -1.0947  -0.02
C -4.7720 -1.7133 -0.6361  -0.53
C -4.8966 -1.6794 0.8694  0.01
O -5.7102 -1.6910 -1.3826  0.12
C -0.5840 -1.4867 -2.2998  -0.43
P -0.8240 -0.1601 -3.5712  0.76
O 0.3847 0.3431 -4.2812  -0.45
O 0.7533 -1.5196 -1.9391  -0.09
H -0.5486 3.8509 1.9073  0.07
H -1.7880 2.6524 1.5452  0.08
H -0.1317 2.4399 0.9492  0.05
H 0.6428 2.2755 3.3821  0.11
H -1.0603 2.3194 3.8779  0.11
H 0.8655 -1.8750 2.7016  0.13
H -0.5201 -1.6359 1.6515  0.11
H 1.2208 -2.5976 0.3307  0.05
H 2.4092 -1.4321 0.8511  0.08
H 3.0854 0.0022 -1.0273  0.10
H 1.9236 0.6787 -2.1899  0.09
H 0.9033 2.6562 -1.9926  0.11
H 0.7550 4.9112 -0.9738  0.09
H 1.8720 5.3487 1.1946  0.09
H 3.1625 3.5327 2.2797  0.10
H 2.9493 0.3737 2.0788  0.07
H 4.1382 0.4396 0.7693  0.07
H 4.2893 1.5223 2.1448  0.07
H -1.1680 -1.9302 -0.3457  0.13
H -2.8666 -0.2397 0.1272  0.13
H -3.0029 0.1559 -1.5811  0.12
H -5.7797 -2.2372 1.1672  0.08
H -5.0095 -0.6414 1.1836  0.09
H -4.0020 -2.0701 1.3470  0.09
H -0.9851 -2.4534 -2.6137  0.08
H -1.8091 -0.6631 -4.4556  0.00
H -1.4866 0.8891 -2.9146  0.01
C 1.4743 -5.5135 -2.1228  -1.63
Br -0.0789 -4.7804 -1.2781  0.67
Br 1.3624 -5.3750 -4.0405  0.57
Br 3.0820 -4.7009 -1.4527  0.59
H 1.5169 -6.5643 -1.8815  -0.04

Cartesian forces (eV/Å) of the 3 atoms listed first:
0.02 0.18 0.02
-0.16 -0.07 0.11
0.01 0.07 -0.20

HOMO	-5.011	eV
E_tot	-9355.88087	a.u.
ΔE to the lowest compared entry with this formula, charge and spin	0.00	kcal per mole
charge	-1

---

[2]
# C9H15OP

The molecule C9H15OP at a distorted geometry (ωB97M-V/def2-TZVPD, the OMol25 dataset).

Each line ends with the Löwdin charge.
Positions of all 26 atoms, in Å:
C -0.3371 0.8486 0.1858  -0.24
C -1.1082 -0.4354 0.1754  -0.27
C 1.0064 0.8697 0.3136  -0.30
C -0.6358 -1.6281 0.4160  -0.06
C -1.1634 2.1326 0.3348  -0.02
C -2.6449 -0.5217 0.2509  -0.03
C 1.7095 2.2635 0.3135  -0.05
C -0.9736 -3.0410 0.3551  -0.10
C 2.3578 -0.5722 -1.6246  -0.17
O 2.9705 -0.6523 1.1774  -0.39
P 1.8941 -0.7063 0.2054  0.78
H -1.9008 2.0031 -0.3441  0.03
H -0.5376 3.0785 0.0738  0.12
H -1.6519 2.0584 1.2424  0.06
H -3.0089 -1.5155 0.2291  0.05
H -3.0536 -0.0482 -0.7230  0.12
H -2.9302 0.0568 1.0513  0.05
H 2.7203 2.0633 0.1629  0.05
H 1.6548 2.6869 1.2043  0.04
H 1.3447 2.8198 -0.4421  0.04
H -0.5202 -3.5070 1.1369  0.04
H -0.5246 -3.3903 -0.4998  0.05
H -2.0629 -3.3762 0.6183  0.13
H 1.5193 -0.7193 -2.1779  -0.01
H 2.7403 0.4665 -1.6482  0.05
H 3.1360 -1.2345 -1.9872  0.04

Cartesian forces (eV/Å) of the 3 atoms listed first:
0.43 0.40 1.14
-1.18 -0.86 0.87
-1.45 0.82 -1.07

HOMO	-7.863	eV
E_tot	-768.35503	a.u.
ΔE to the lowest compared entry with this formula, charge and spin	79.27	kcal per mole
charge	0

---

[3]
# C25H43BN11O

A cluster of 11 separate species, C25H43BN11O in total at a distorted geometry (ωB97M-V/def2-TZVPD, the OMol25 dataset).

Each line ends with the Löwdin charge.
Positions of all 81 atoms, in Å:
B -0.9941 -4.4720 -1.1965  -0.56
O -0.3634 -4.5386 0.1584  -0.24
C 0.8948 -3.9420 0.1922  -0.32
C 0.7953 -2.3750 0.1279  -0.21
C 1.3289 -1.9012 -1.3003  -0.13
H -0.3135 -5.0541 -2.0408  0.01
H -1.0741 -3.3117 -1.5983  0.00
H -2.1478 -4.8838 -1.1866  -0.01
H 1.4007 -4.1972 1.1517  0.10
H 1.5394 -4.3497 -0.6112  0.10
H -0.2491 -2.0357 0.1994  0.08
H 1.3845 -1.8956 0.9272  0.06
H 1.3754 -2.7659 -1.9780  0.05
H 0.5653 -1.2087 -1.6904  0.04
H 2.3251 -1.4448 -1.1858  0.03
C 3.7785 -0.1013 2.6563  -0.07
C 4.1521 -1.0752 1.6233  -0.28
N 4.4509 -1.8324 0.8175  0.14
H 4.4030 -0.2406 3.5383  0.05
H 3.9155 0.9090 2.2764  0.06
H 2.7343 -0.2383 2.9319  0.08
C 5.1216 3.6401 3.5291  -0.07
C 3.7550 3.2522 3.9024  -0.30
N 2.6913 2.9440 4.1913  0.14
H 5.0914 4.3321 2.6895  0.08
H 5.6121 4.1229 4.3727  0.07
H 5.6900 2.7558 3.2437  0.08
C -3.9063 -2.9222 0.9747  -0.06
C -4.1834 -2.0221 -0.1515  -0.28
N -4.3958 -1.3154 -1.0275  0.12
H -3.9727 -2.3663 1.9095  0.07
H -4.6326 -3.7325 0.9881  0.08
H -2.9028 -3.3456 0.8745  0.07
C -7.5483 0.1378 -0.0869  -0.11
C -8.4987 0.2495 1.0346  -0.23
N -9.2408 0.3157 1.9606  -0.01
H -7.9155 -0.5834 -0.8185  0.07
H -7.4438 1.1050 -0.5706  0.04
H -6.5663 -0.1873 0.2693  0.04
C -7.8004 1.0995 5.9416  -0.06
C -8.1974 0.7943 4.5578  -0.13
N -8.5096 0.5535 3.4739  0.07
H -7.0399 0.3929 6.2681  0.08
H -7.3967 2.1093 5.9945  0.08
H -8.6648 1.0250 6.6004  0.08
C -7.1993 1.6996 -4.3297  -0.06
C -8.1657 1.8311 -3.2317  -0.27
N -8.9115 1.9253 -2.3683  0.14
H -7.5602 0.9705 -5.0525  0.08
H -7.0705 2.6605 -4.8246  0.08
H -6.2395 1.3671 -3.9369  0.09
C 5.3268 1.8629 7.4141  -0.07
C 5.7259 0.8790 6.3997  -0.27
N 6.0350 0.1138 5.6066  0.14
H 5.9390 1.7417 8.3058  0.08
H 5.4595 2.8700 7.0235  0.07
H 4.2804 1.7172 7.6754  0.09
C 1.8561 -1.5684 -5.7220  -0.07
C 0.5765 -1.8849 -5.0772  -0.28
N -0.4108 -2.1318 -4.5515  0.16
H 2.1287 -2.3574 -6.4203  0.08
H 1.7767 -0.6258 -6.2620  0.08
H 2.6316 -1.4829 -4.9672  0.03
C -1.5631 1.7109 -0.9302  -0.06
C -0.1561 2.0420 -0.6636  -0.29
N 0.9437 2.2862 -0.4586  0.11
H -1.7337 1.6657 -2.0040  0.08
H -1.8043 0.7432 -0.4926  0.07
H -2.2096 2.4717 -0.4961  0.08
C 4.4172 0.3939 -2.9671  -0.07
C 4.8207 -0.5510 -4.0180  -0.28
N 5.1387 -1.2913 -4.8333  0.12
H 5.0177 0.2308 -2.0745  0.08
H 4.5635 1.4091 -3.3136  0.03
H 3.3653 0.2476 -2.7196  0.07
C 7.6675 2.9131 -4.4689  -0.06
C 6.6651 3.0028 -3.4000  -0.26
N 5.8850 3.0675 -2.5647  0.14
H 7.3422 2.1937 -5.2188  0.08
H 7.7938 3.8871 -4.9381  0.08
H 8.6201 2.5897 -4.0537  0.08

Cartesian forces (eV/Å) of the 3 atoms listed first:
-0.16 0.44 -0.27
0.13 -0.17 0.21
-0.43 0.42 1.15

HOMO	-3.541	eV
E_tot	-1680.56400	a.u.
charge	-1

---

Record-wise E_LUMO values, in eV: 2.198; 0.011; 1.616